This record from OMol25 describes C31H31InNOP2 as an isolated structure. The level of theory is ωB97M-V/def2-TZVPD.

Properties
- Energy relative to the best compared isomer or geometry (same formula, charge and spin): 0.0 kcal per mole
- Largest force on an atom: 0.019 hartree/bohr
- Total charge: +3
- Kohn-Sham gap: 6.06 eV

Element x y z (Å)
In 0.585 0.693 2.116
C 1.099 0.172 4.715
C -0.195 -0.359 4.599
C -0.400 -1.538 3.880
C 0.679 -2.200 3.303
C 1.967 -1.680 3.425
C 2.183 -0.487 4.114
H 1.271 1.060 5.313
H -1.022 0.114 5.114
H -1.393 -1.967 3.824
H 0.526 -3.141 2.789
H 2.811 -2.224 3.026
H 3.188 -0.105 4.245
C -0.583 2.664 -0.645
N -0.274 1.204 -0.718
P -1.346 0.150 0.057
C -1.528 -1.380 -0.814
C -1.457 -2.583 -0.116
C -1.726 -3.767 -0.782
C -2.057 -3.742 -2.130
C -2.132 -2.539 -2.824
C -1.868 -1.348 -2.171
C -2.908 0.947 0.352
C -3.595 1.722 -0.589
C -4.887 2.136 -0.315
C -5.499 1.777 0.881
C -4.827 0.998 1.810
C -3.529 0.584 1.552
P 1.361 0.830 -0.633
C 2.277 1.811 -1.771
C 1.702 2.529 -2.828
C 2.524 3.180 -3.729
C 3.903 3.147 -3.561
C 4.477 2.436 -2.517
C 3.669 1.769 -1.614
C 1.691 -0.895 -0.891
C 2.363 -1.649 0.063
C 2.776 -2.937 -0.242
C 2.523 -3.463 -1.500
C 1.882 -2.699 -2.470
C 1.486 -1.409 -2.180
H -1.126 2.963 -1.537
H 0.346 3.230 -0.584
H -1.191 2.863 0.236
H -1.195 -2.597 0.935
H -1.685 -4.709 -0.254
H -2.267 -4.669 -2.647
H -2.407 -2.533 -3.869
H -1.943 -0.411 -2.708
H -3.153 1.979 -1.541
H -5.423 2.732 -1.040
H -6.508 2.105 1.084
H -5.313 0.713 2.733
H -3.010 -0.030 2.280
H 0.632 2.548 -2.974
H 2.095 3.710 -4.567
H 4.536 3.684 -4.254
H 5.552 2.408 -2.407
H 4.120 1.215 -0.799
H 2.611 -1.224 1.024
H 3.323 -3.522 0.484
H 2.851 -4.464 -1.739
H 1.717 -3.103 -3.458
H 1.026 -0.804 -2.951
O 0.240 3.014 2.641
H -0.484 3.401 3.156
H 0.939 3.686 2.623